17
Properties=species:S:1:pos:R:3:mulliken_charge:R:1 method="wB97M-V/def2-TZVPD" e_homo_ev=-16.0 de_lowest_kcal_mol=17.3 charge=+1 lumo_ha=-0.1181
C 1.73 0.62 0.35 -1.12
C 0.32 1.19 0.56 -0.42
N -0.73 0.08 0.30 -0.14
C -2.13 0.54 0.52 -0.88
H 2.03 -0.30 0.88 0.35
H 2.40 1.47 0.44 0.35
H 1.85 0.32 -0.70 0.36
H 0.18 1.93 -0.22 0.37
H 0.13 1.44 1.59 0.38
H -0.55 -0.33 -0.61 0.32
H -0.48 -0.57 1.05 0.35
H -2.37 1.32 -0.19 0.36
H -2.85 -0.26 0.30 0.36
H -2.29 0.67 1.58 0.36
H 0.73 -2.41 -2.27 0.31
H 1.02 -2.51 -0.77 0.31
O 0.70 -1.90 -1.43 -0.62

***

40
Properties=species:S:1:pos:R:3:mulliken_charge:R:1 method="wB97M-V/def2-TZVPD" e_homo_ev=-12.1 de_lowest_kcal_mol=55.5 charge=+1 lumo_ha=-0.0932
O 1.89 0.74 -0.11 -0.59
C 2.08 0.01 -1.05 0.10
O 2.81 0.47 -2.08 -0.50
C 1.26 -1.27 -1.28 0.51
C 0.79 -1.84 0.09 0.09
C -0.43 -2.68 -0.05 -0.65
N -1.67 -1.81 0.54 -0.27
N 0.29 -0.95 -2.30 -0.59
H 2.88 1.44 -2.13 0.37
H 1.87 -2.04 -1.74 0.43
H 0.68 -0.97 0.84 -0.20
H 1.62 -2.43 0.52 0.41
H -0.49 -3.38 0.80 0.37
H -0.66 -3.18 -1.01 0.33
H -1.48 -0.89 0.96 0.14
H -2.33 -2.33 1.10 0.39
H -2.28 -1.38 -0.24 0.46
H 0.65 -0.72 -3.20 0.27
H -0.52 -0.43 -2.01 0.07
H 0.88 2.99 4.14 0.32
H -0.19 2.05 4.76 0.34
O -0.03 2.71 4.08 -0.69
H -3.01 1.25 -2.19 0.28
H -1.89 2.10 -1.88 0.33
O -2.14 1.13 -1.78 -0.57
H 3.88 -1.89 0.16 0.29
H 4.20 -3.23 1.16 0.28
O 3.64 -2.70 0.60 -0.62
H -1.53 1.73 1.17 0.29
H -1.31 2.09 2.67 0.31
O -1.98 1.91 2.00 -0.63
H -0.77 4.08 -2.73 0.30
H -0.93 4.00 -1.21 0.30
O -1.15 3.54 -2.02 -0.63
H 1.31 0.68 1.74 0.42
H 0.19 1.05 2.66 0.17
O 0.59 0.27 2.23 -0.61
H -4.62 -0.68 -0.86 0.30
H -4.38 -0.91 0.72 0.33
O -4.14 -1.19 -0.19 -0.67

***

14
Properties=species:S:1:pos:R:3:mulliken_charge:R:1 method="wB97M-V/def2-TZVPD" e_homo_ev=-10.4 smiles="C/N=C/OC(C)=O" de_lowest_kcal_mol=27.1 lumo_ha=0.0348
C -1.97 -1.32 0.61 -0.75
N -0.89 -0.60 -0.03 -0.37
C -0.81 0.63 0.23 0.12
O 0.08 1.49 -0.32 -0.31
C 1.23 1.10 -1.00 0.64
C 2.12 0.13 -0.26 -0.86
O 1.48 1.64 -2.04 -0.50
H -2.61 -0.68 1.23 0.30
H -2.60 -1.80 -0.15 0.26
H -1.57 -2.12 1.24 0.26
H -1.48 1.18 0.90 0.33
H 2.41 0.57 0.71 0.29
H 3.00 -0.03 -0.87 0.27
H 1.59 -0.80 -0.08 0.32

***

116
Properties=species:S:1:pos:R:3:mulliken_charge:R:1 method="wB97M-V/def2-TZVPD" e_homo_ev=-8.3 lumo_ha=-0.0437
C -9.27 -0.30 2.64 -1.09
C -8.87 -1.71 3.13 -0.51
C -7.41 -2.01 2.78 -0.12
C -7.04 -3.48 2.99 -0.95
C -5.51 -3.73 2.93 -0.78
C -4.94 -3.09 1.66 0.13
C -3.57 -3.64 1.23 -0.99
C -3.21 -3.20 -0.20 -1.34
C -2.68 -1.79 -0.22 0.28
C -3.42 -0.66 -0.44 0.52
C -4.90 -0.81 -0.75 -0.61
C -5.21 -0.37 -2.23 -0.84
C -5.32 -1.61 -3.14 -0.32
N -6.70 -1.97 -3.50 -0.68
C -2.81 0.69 -0.38 0.10
P -3.85 2.17 -0.59 1.33
O -4.09 2.49 -2.00 -0.76
O -3.22 3.46 0.12 -0.55
O -5.26 1.96 0.14 -0.58
C -1.45 0.82 -0.16 0.19
C -0.61 2.08 -0.13 -1.22
O -0.27 2.51 -1.44 -0.27
O -1.31 3.34 -1.96 -0.36
C -0.71 -0.37 0.05 0.92
N 0.62 -0.43 0.26 -0.70
S 1.00 -1.96 0.43 0.13
N -0.43 -2.68 0.24 -0.64
C -1.28 -1.67 0.03 0.14
H -8.41 0.34 2.46 0.23
H -9.88 0.20 3.39 0.34
H -9.87 -0.33 1.73 0.28
H -9.03 -1.77 4.20 0.38
H -9.51 -2.42 2.60 0.30
H -6.73 -1.37 3.36 0.34
H -7.28 -1.72 1.73 0.05
H -7.47 -3.89 3.90 0.41
H -7.45 -4.03 2.13 0.34
H -5.09 -3.25 3.82 0.30
H -5.36 -4.81 2.93 0.34
H -4.84 -2.01 1.78 0.01
H -5.64 -3.32 0.85 0.25
H -3.53 -4.73 1.33 0.49
H -2.83 -3.22 1.92 0.39
H -4.04 -3.36 -0.89 0.34
H -2.43 -3.88 -0.53 0.64
H -5.52 -0.28 -0.04 0.12
H -5.18 -1.86 -0.70 0.27
H -6.14 0.20 -2.23 0.38
H -4.36 0.20 -2.60 0.21
H -4.79 -2.46 -2.71 0.10
H -4.77 -1.38 -4.06 0.36
H -6.89 -2.90 -3.16 0.27
H -7.35 -1.35 -3.04 0.27
H -2.97 3.31 1.04 0.36
H -5.16 1.45 0.96 0.34
H -1.02 2.90 0.46 0.43
H 0.35 1.83 0.31 0.66
H -1.77 2.77 -2.60 0.30
O 3.98 5.21 0.45 -0.85
P 3.18 5.87 -0.62 0.68
N 3.44 4.84 -1.96 0.08
C 3.28 5.21 -3.35 -0.72
C 2.89 3.49 -1.75 -1.33
N 4.09 7.35 -0.77 0.28
C 4.84 7.68 -1.97 -1.22
C 4.92 7.67 0.39 -1.08
N 1.71 6.60 -1.22 0.16
C 1.51 8.06 -1.13 -0.90
C 0.55 5.97 -0.52 -0.79
H 2.23 5.39 -3.64 0.26
H 3.67 4.41 -3.98 0.37
H 3.86 6.09 -3.61 0.17
H 1.80 3.48 -1.84 0.47
H 3.15 3.13 -0.75 0.29
H 3.31 2.79 -2.47 0.41
H 5.63 6.95 -2.19 0.35
H 5.30 8.66 -1.86 0.43
H 4.19 7.77 -2.84 0.30
H 5.86 7.10 0.39 0.31
H 4.40 7.46 1.32 0.34
H 5.17 8.73 0.38 0.36
H 1.73 8.46 -0.14 0.34
H 0.47 8.28 -1.37 0.37
H 2.11 8.58 -1.87 0.24
H 0.53 6.24 0.55 0.36
H 0.60 4.89 -0.59 -0.11
H -0.39 6.28 -0.97 0.44
O 5.48 -6.54 0.59 -0.83
P 5.77 -5.08 0.76 0.66
N 5.27 -4.43 -0.75 0.09
C 5.73 -3.16 -1.27 -0.72
C 3.84 -4.57 -1.03 -1.05
N 7.51 -5.15 0.89 0.26
C 8.38 -4.60 -0.14 -1.22
C 8.02 -6.47 1.27 -1.07
N 5.68 -3.55 1.59 0.12
C 6.76 -3.10 2.48 -0.89
C 4.44 -3.50 2.42 -1.01
H 5.34 -2.29 -0.71 0.27
H 5.40 -3.06 -2.30 0.39
H 6.81 -3.09 -1.30 0.12
H 3.23 -3.88 -0.44 0.25
H 3.49 -5.58 -0.83 0.30
H 3.65 -4.37 -2.09 0.38
H 8.24 -5.08 -1.12 0.35
H 9.42 -4.73 0.17 0.43
H 8.25 -3.53 -0.25 0.31
H 8.06 -7.16 0.43 0.31
H 7.42 -6.92 2.05 0.35
H 9.04 -6.35 1.66 0.36
H 7.07 -3.86 3.20 0.33
H 6.42 -2.23 3.04 0.38
H 7.63 -2.78 1.91 0.23
H 4.50 -4.19 3.27 0.35
H 3.55 -3.77 1.84 0.25
H 4.28 -2.49 2.80 0.35

***

no.,maximum force (Eh/bohr)
1,0.03387
2,0.07334
3,0.01337
4,0.11305